Record 1
{"formula": "C51H56AsCdN7O3S2Sb", "method": "the ωB97M-V functional and the def2-TZVPD basis", "spin_multiplicity": 1, "de_lowest_kj_mol": 204.2, "homo_lumo_gap_ev": 7.25, "e_lumo_ev": 2.397, "total_charge": -1, "species": ["Cd", "C", "C", "N", "N", "C", "O", "C", "C", "C", "C", "C", "C", "C", "C", "C", "C", "C", "N", "H", "H", "H", "H", "H", "H", "H", "H", "H", "H", "H", "H", "S", "C", "C", "C", "C", "C", "C", "As", "C", "C", "C", "C", "C", "C", "C", "C", "C", "C", "C", "C", "H", "H", "H", "H", "H", "H", "H", "H", "H", "H", "H", "H", "H", "H", "N", "C", "C", "C", "C", "C", "C", "S", "O", "O", "N", "C", "N", "C", "C", "C", "N", "H", "H", "H", "H", "H", "H", "H", "H", "H", "C", "C", "C", "Sb", "C", "C", "C", "C", "C", "C", "H", "H", "H", "H", "H", "H", "H", "H", "H", "H", "H", "H", "H", "H", "H", "H", "H", "H", "H", "H", "H"], "coordinates": [[-0.5649, -0.1475, 1.2664], [1.0998, -2.4579, -3.0169], [0.3723, -1.3369, -2.3115], [0.4696, -1.1229, -1.0500], [1.3449, -1.9807, -0.3872], [0.7715, -2.5506, 0.6431], [-0.4372, -2.3854, 1.0404], [1.6314, -3.4740, 1.4533], [1.1641, -3.8844, 2.6966], [1.9435, -4.7078, 3.5000], [3.1887, -5.1359, 3.0595], [3.6536, -4.7346, 1.8105], [2.8799, -3.9040, 1.0116], [-0.5504, -0.5202, -3.1654], [-0.6334, -0.7726, -4.5383], [-1.5820, -0.1077, -5.3000], [-2.4241, 0.7999, -4.6842], [-2.2472, 1.0146, -3.3262], [-1.3439, 0.3808, -2.5885], [1.6992, -3.0108, -2.3073], [1.7540, -2.0661, -3.8025], [0.3810, -3.1392, -3.4814], [0.2009, -3.5172, 3.0260], [1.5840, -5.0021, 4.4793], [3.7990, -5.7744, 3.6884], [4.6240, -5.0677, 1.4599], [3.2359, -3.5654, 0.0466], [0.0255, -1.4865, -5.0078], [-1.6573, -0.3014, -6.3632], [-3.1915, 1.3314, -5.2314], [-2.8751, 1.7243, -2.7971], [-2.2975, 1.2890, 2.3168], [-3.7316, 0.2422, 2.3569], [-4.5011, 0.2481, 3.5301], [-5.6803, -0.4686, 3.6215], [-6.1386, -1.2159, 2.5399], [-5.3870, -1.2390, 1.3780], [-4.1888, -0.5321, 1.2778], [-3.1243, -0.5628, -0.3613], [-4.5965, 0.0375, -1.5043], [-4.9934, 1.3617, -1.3127], [-5.9923, 1.9232, -2.0926], [-6.6079, 1.1667, -3.0859], [-6.2229, -0.1516, -3.2776], [-5.2211, -0.7150, -2.4899], [-3.1165, -2.4848, -0.7595], [-3.2432, -3.4494, 0.2357], [-3.0348, -4.7919, -0.0511], [-2.6873, -5.1919, -1.3346], [-2.5441, -4.2377, -2.3334], [-2.7492, -2.8956, -2.0424], [-4.1453, 0.8296, 4.3720], [-6.2502, -0.4430, 4.5439], [-7.0649, -1.7733, 2.6043], [-5.7345, -1.8129, 0.5266], [-4.5149, 1.9548, -0.5396], [-6.2917, 2.9514, -1.9279], [-7.3888, 1.6022, -3.6981], [-6.7026, -0.7520, -4.0428], [-4.9442, -1.7487, -2.6431], [-3.4768, -3.1534, 1.2495], [-3.1229, -5.5265, 0.7404], [-2.5088, -6.2381, -1.5513], [-2.2600, -4.5355, -3.3366], [-2.6044, -2.1566, -2.8240], [5.5783, -3.4075, 5.6229], [4.5139, -2.5967, 5.2131], [3.6231, -2.0726, 6.1471], [2.5397, -1.3131, 5.7341], [2.3371, -1.0813, 4.3851], [3.2209, -1.5936, 3.4443], [4.3033, -2.3452, 3.8573], [0.9171, -0.1630, 3.8853], [-0.0842, -1.1464, 3.5047], [0.5526, 0.7396, 4.9416], [1.3226, 0.5672, 2.4757], [2.3567, 1.4808, 2.5537], [2.9891, 1.6690, 3.7269], [3.9594, 2.5575, 3.7722], [4.3664, 3.2828, 2.6623], [3.7073, 2.9678, 1.4925], [2.7188, 2.0837, 1.4126], [5.8835, -3.2759, 6.5719], [6.3398, -3.4791, 4.9699], [3.7825, -2.2612, 7.2042], [1.8506, -0.8923, 6.4560], [3.0534, -1.4097, 2.3887], [4.9859, -2.7563, 3.1208], [4.4416, 2.6859, 4.7386], [5.1527, 4.0226, 2.7030], [3.9898, 3.4490, 0.5613], [-0.6987, 4.3927, -3.5455], [0.6871, 3.7635, -3.3969], [0.9467, 2.8294, -4.5846], [0.9834, 2.6946, -1.4893], [0.4956, 4.5417, -0.3959], [0.0818, 4.3067, 1.0591], [1.4654, 5.7128, -0.5277], [3.1480, 2.5189, -1.7855], [3.4114, 1.1241, -2.3651], [3.8427, 3.6250, -2.5747], [-0.8072, 4.8360, -4.5441], [-0.8812, 5.1876, -2.8224], [-1.4939, 3.6483, -3.4338], [1.4314, 4.5634, -3.4170], [0.2119, 2.0195, -4.6148], [1.9351, 2.3728, -4.5461], [0.8756, 3.3737, -5.5358], [-0.4170, 4.7943, -0.9363], [0.9363, 4.1317, 1.7083], [-0.5935, 3.4534, 1.1621], [-0.4487, 5.1867, 1.4453], [2.3814, 5.5371, 0.0393], [1.0147, 6.6315, -0.1292], [1.7400, 5.9098, -1.5676], [3.5348, 2.4977, -0.7738], [2.9712, 0.9858, -3.3548], [3.0045, 0.3439, -1.7146], [4.4899, 0.9494, -2.4622], [3.5761, 3.5954, -3.6347], [4.9329, 3.5115, -2.5134], [3.5928, 4.6212, -2.2015]], "mulliken_charge": [4.1220, -1.8567, 0.0624, 1.0046, -0.5817, -0.4765, -1.1180, 0.4964, -0.2708, -0.8849, -0.1832, -1.1822, 0.3061, 0.8809, -0.7672, -1.0305, -0.9867, -1.2151, 1.4775, 0.3178, 0.3193, 0.3893, 0.4725, 0.4226, 0.3989, 0.4124, 0.3673, 0.5275, 0.4087, 0.5126, 0.8206, -0.8463, 0.8257, -0.8248, -0.5377, -0.8384, -0.1784, -0.5647, 1.1369, -0.0102, -0.8349, -0.6040, -0.5309, -0.6451, -0.1395, 0.5728, -0.6079, -0.7129, -0.7536, -0.9557, -0.1349, 0.4525, 0.3577, 0.3907, 0.3522, 0.4558, 0.4121, 0.3698, 0.4174, 0.3723, 0.3392, 0.3920, 0.3712, 0.4277, 0.4641, -0.5967, 1.0261, -0.9781, -0.7252, 0.0936, -0.1773, -1.1551, 1.5937, -0.8710, -0.7903, -0.4969, -0.5012, -0.3227, -0.3935, -1.1562, 0.0057, 0.0331, 0.2156, 0.2345, 0.3021, 0.5119, 0.7128, 0.2098, 0.4296, 0.4269, 0.3912, -1.4985, 0.4693, -1.2011, -0.0587, 0.6862, -1.3486, -1.4348, 0.8983, -1.2544, -1.5281, 0.4071, 0.3984, 0.1434, 0.4860, 0.0190, 0.1614, 0.5554, 0.1647, 0.2624, 0.1619, 0.4636, 0.2071, 0.4161, 0.2896, -0.2604, 0.2146, 0.1002, 0.4570, 0.3587, 0.3801, 0.3057]}



Record 2
{"formula": "C4H9NO2", "method": "the ωB97M-V functional and the def2-TZVPD basis", "spin_multiplicity": 1, "de_lowest_kj_mol": 349.3, "homo_lumo_gap_ev": 9.15, "e_lumo_ev": 0.834, "species": ["C", "N", "C", "O", "C", "C", "O", "H", "H", "H", "H", "H", "H", "H", "H", "H"], "coordinates": [[-1.6809, 0.5892, -0.6424], [-1.6935, -0.1790, 0.6153], [-0.9144, -1.0172, 1.3286], [0.2977, -1.3666, 0.8783], [0.9961, -0.9681, -0.3132], [1.8723, 0.2333, 0.0093], [1.1301, 1.3505, 0.4496], [-2.2557, 1.5078, -0.4832], [-0.6746, 0.8957, -0.9117], [-2.1495, 0.0269, -1.4598], [-2.5636, -0.0592, 1.1137], [1.6254, -1.8222, -0.5833], [0.3078, -0.7818, -1.1388], [2.6187, -0.0630, 0.7600], [2.4101, 0.5557, -0.8878], [0.6739, 1.0980, 1.2653]], "mulliken_charge": [-0.7376, -0.0107, -0.3898, -0.1520, -0.4661, -0.3908, -0.5285, 0.3008, 0.2947, 0.2595, 0.2513, 0.3455, 0.2788, 0.3180, 0.3120, 0.3148]}



Number 1: calculated total energy -6026.22722 a.u.. Number 2: calculated total energy -362.95248 a.u..